1.
DFT (ωB97M-V/def2-TZVPD) results for a cluster of 16 separate species, C30H59BCl30N3O2 in total.

Properties
total energy = -416982.723 eV
HOMO = -4.9 eV
total charge = -1
HOMO-LUMO gap = 6.49 eV

CARTESIAN COORDINATES (ANGSTROEM)
C (4.71223, 2.00654, 2.18765)
C (3.80860, 1.83348, 0.96276)
O (4.56671, 1.93387, -0.24334)
C (4.88297, 0.66751, -0.80963)
C (3.81098, 0.15527, -1.80365)
O (3.39843, -1.13151, -1.41451)
C (1.98964, -1.43199, -1.63194)
B (1.20296, -1.85667, -0.24099)
C (2.22185, -2.85575, 0.57556)
N (1.62219, -3.59449, 1.73418)
C (-0.17270, -2.68470, -0.69289)
C (-1.48412, -1.90790, -0.53584)
C (-2.73225, -2.70676, -0.97618)
C (-3.94378, -1.79601, -1.09260)
N (-3.85146, -0.85924, -2.22662)
C (0.81401, -0.49177, 0.57448)
C (0.74790, -0.38371, 1.98009)
C (0.40169, 0.81715, 2.59946)
N (0.07473, 1.95173, 1.96807)
C (0.10366, 1.84948, 0.63271)
C (0.46350, 0.71098, -0.08101)
H (5.72667, 1.71188, 1.91929)
H (4.72297, 3.04349, 2.52735)
H (4.33588, 1.39994, 3.01392)
H (3.06067, 2.62825, 0.94151)
H (3.26245, 0.89164, 1.01369)
H (4.95537, -0.07853, -0.01124)
H (5.85006, 0.74343, -1.31054)
H (3.00345, 0.89499, -1.79366)
H (4.25148, 0.15390, -2.80854)
H (1.95850, -2.29895, -2.30460)
H (1.50486, -0.61848, -2.17901)
H (3.11321, -2.32548, 0.92324)
H (2.55373, -3.62073, -0.14090)
H (2.02713, -3.25509, 2.59768)
H (0.63395, -3.38434, 1.80843)
H (-0.11516, -3.00509, -1.73908)
H (-0.28150, -3.60247, -0.09557)
H (-1.64711, -1.64759, 0.51437)
H (-1.44529, -0.98423, -1.12500)
H (-2.49634, -3.20929, -1.91902)
H (-2.90099, -3.47398, -0.21274)
H (-4.85077, -2.38537, -1.23597)
H (-4.01046, -1.23821, -0.14781)
H (-4.75386, -0.41386, -2.34349)
H (-3.18709, -0.12115, -2.02809)
H (0.98666, -1.23812, 2.59896)
H (0.38718, 0.85699, 3.68690)
H (-0.17917, 2.74465, 0.08003)
H (0.47186, 0.76126, -1.16352)
C (-0.83573, 5.46903, 3.85222)
Cl (-1.49885, 6.35248, 2.46491)
Cl (0.41519, 6.40094, 4.68395)
H (-1.64400, 5.27633, 4.54710)
H (-0.40156, 4.53730, 3.50007)
C (0.27859, -1.92848, -5.30558)
Cl (1.97771, -1.50103, -5.05796)
Cl (-0.71393, -1.44730, -3.93002)
H (-0.08470, -1.42482, -6.19486)
H (0.20202, -3.00044, -5.42169)
C (9.21243, 2.91173, 2.84875)
Cl (7.96275, 2.78526, 1.61150)
Cl (9.10474, 1.61090, 4.04469)
H (10.18316, 2.85721, 2.37070)
H (9.09422, 3.85875, 3.36154)
C (-4.21020, -0.21942, -5.34381)
Cl (-5.70279, 0.20353, -6.20279)
Cl (-2.88216, -0.58435, -6.45098)
H (-3.92139, 0.62362, -4.72686)
H (-4.39066, -1.08983, -4.72438)
C (-1.35277, -3.65754, 4.36065)
Cl (-1.65262, -2.56470, 3.00898)
Cl (-0.28025, -2.92690, 5.56461)
H (-2.30042, -3.87783, 4.83900)
H (-0.89012, -4.56349, 3.98535)
C (6.57065, -2.05037, -2.79879)
Cl (6.25900, -0.93514, -4.13734)
Cl (7.76129, -1.40967, -1.65683)
H (5.63326, -2.21868, -2.27411)
H (6.95857, -2.97451, -3.20904)
C (4.41211, 4.79507, -1.36470)
Cl (4.39790, 5.73131, 0.13562)
Cl (5.47510, 5.52005, -2.58647)
H (4.76027, 3.79330, -1.13745)
H (3.40334, 4.76827, -1.75927)
C (-1.83361, -7.56608, 3.35454)
Cl (-2.25531, -6.35391, 2.13627)
Cl (-0.61068, -6.96562, 4.48551)
H (-2.72615, -7.82573, 3.91710)
H (-1.43523, -8.43878, 2.85199)
C (-0.12349, 8.53840, -0.63796)
Cl (-1.58912, 8.62168, -1.62723)
Cl (1.27395, 8.02614, -1.58867)
H (0.07878, 9.52153, -0.23042)
H (-0.28401, 7.82698, 0.16301)
C (-2.83120, 12.60660, -1.18518)
Cl (-1.66960, 11.67234, -0.24203)
Cl (-3.63444, 13.85094, -0.21810)
H (-2.30394, 13.08979, -1.99857)
H (-3.58440, 11.92809, -1.56780)
C (-3.49513, -11.15933, 5.40084)
Cl (-3.84930, -9.97677, 4.13265)
Cl (-2.21079, -10.60226, 6.47593)
H (-4.39413, -11.31691, 5.98409)
H (-3.17775, -12.08107, 4.92865)
C (-3.76432, -0.34380, 6.25818)
Cl (-4.07578, -2.08069, 6.43377)
Cl (-2.08969, -0.00419, 5.83381)
H (-4.40458, 0.03705, 5.47091)
H (-3.99053, 0.13750, 7.20203)
C (-5.06001, 3.65949, -3.94140)
Cl (-4.78558, 2.19925, -2.98283)
Cl (-6.78062, 4.00674, -4.14458)
H (-4.59580, 4.49486, -3.43165)
H (-4.61910, 3.51422, -4.92078)
C (-5.94257, 0.58399, 1.28214)
Cl (-6.77804, -0.14201, -0.09686)
Cl (-6.00504, -0.44929, 2.71552)
H (-4.90305, 0.73452, 1.01202)
H (-6.41961, 1.52809, 1.51483)
C (-1.31950, -5.99720, -6.81739)
Cl (0.33832, -6.59686, -6.94684)
Cl (-1.39922, -4.23486, -6.91057)
H (-1.90084, -6.41151, -7.63210)
H (-1.72520, -6.30694, -5.86179)

2.
DFT (ωB97M-V/def2-TZVPD) results for a structure of composition C30H59BaN11O6P2S6 in a non-equilibrium geometry.

Properties
energy relative to the best compared isomer or geometry (same formula, charge and spin) = 36.3 kcal/mol
total energy = -145029.697 eV
HOMO = -5.4 eV
HOMO-LUMO gap = 5.10 eV

CARTESIAN COORDINATES (ANGSTROEM)
Ba (-0.22802, 0.86292, 0.20086)
C (-2.00576, 2.66830, 3.80585)
P (-0.88115, 1.30371, 3.33925)
C (-1.42062, -0.01122, 4.51096)
C (0.67471, 1.86140, 4.16209)
C (1.78050, 0.80453, 4.08296)
P (2.27741, 0.39844, 2.35138)
C (3.46081, 1.74399, 1.98318)
C (3.41625, -1.00738, 2.66278)
H (-1.69092, 3.55625, 3.25417)
H (-1.99379, 2.86720, 4.88034)
H (-3.01962, 2.41370, 3.49265)
H (-1.30029, 0.28836, 5.55552)
H (-0.86660, -0.93363, 4.32744)
H (-2.47695, -0.22435, 4.33144)
H (0.47191, 2.11687, 5.20715)
H (0.97757, 2.78239, 3.65340)
H (1.43959, -0.13100, 4.53847)
H (2.66543, 1.12430, 4.64181)
H (4.19748, 1.86548, 2.78105)
H (2.91308, 2.67898, 1.84183)
H (3.97903, 1.51155, 1.05045)
H (4.16244, -0.76807, 3.42407)
H (3.92978, -1.27686, 1.73755)
H (2.83039, -1.86827, 2.99277)
S (0.22344, 3.94264, 0.85616)
S (-1.22238, 4.67103, -0.41655)
S (-0.91093, 4.02261, -2.34315)
S (-1.49021, 2.05057, -2.60788)
N (-2.43583, -1.00372, 1.04038)
C (-2.71934, -1.32960, -0.35123)
C (-4.08162, -1.99072, -0.62156)
C (-4.59592, -3.05461, 0.35094)
C (-3.77949, -4.34720, 0.38990)
N (-3.37921, -4.75227, -0.95138)
C (-4.05198, -5.47708, -1.78661)
N (-3.57338, -5.65390, -3.03934)
N (-5.21875, -6.07832, -1.46759)
C (-1.44788, -2.01446, -0.89342)
O (-1.49486, -3.11272, -1.54107)
O (-0.38608, -1.41995, -0.64759)
H (-2.24665, -1.83361, 1.59470)
H (-3.16204, -0.43191, 1.45080)
H (-2.75218, -0.37697, -0.90230)
H (-4.09430, -2.36698, -1.64877)
H (-4.81763, -1.18206, -0.59330)
H (-5.63202, -3.27999, 0.08171)
H (-4.62384, -2.64388, 1.36347)
H (-4.32372, -5.14691, 0.89911)
H (-2.85318, -4.20089, 0.94862)
H (-2.59952, -4.11000, -1.31392)
H (-2.78181, -5.09401, -3.31637)
H (-4.18289, -5.97950, -3.76828)
H (-5.52146, -6.05658, -0.50938)
H (-5.54684, -6.84514, -2.02712)
C (8.04923, 3.57967, -2.17846)
C (7.17222, 2.83556, -1.18048)
S (6.53726, 1.29216, -1.81091)
O (5.70284, 0.71080, -0.78874)
O (7.61990, 0.52171, -2.36469)
C (5.48564, 1.79148, -3.17003)
C (4.68134, 0.60870, -3.69297)
N (3.64680, 0.18996, -2.75568)
C (2.60651, 0.96737, -2.36769)
N (1.96525, 0.44025, -1.33982)
C (2.60588, -0.71444, -1.02976)
C (3.64782, -0.89160, -1.88869)
N (4.57092, -1.97025, -1.91427)
O (4.57676, -2.72092, -0.93488)
O (5.28429, -2.11024, -2.91286)
C (2.21407, 2.25121, -3.00033)
H (8.56235, 4.40085, -1.68024)
H (7.46053, 4.00466, -2.99185)
H (8.79847, 2.91028, -2.59924)
H (6.30962, 3.41258, -0.84472)
H (7.72816, 2.52322, -0.29443)
H (6.14632, 2.16863, -3.95020)
H (4.83761, 2.59473, -2.81736)
H (5.33281, -0.24260, -3.87835)
H (4.20521, 0.89061, -4.62981)
H (2.26524, -1.37868, -0.25267)
H (2.60387, 2.35266, -4.01245)
H (2.54396, 3.10002, -2.39650)
H (1.12015, 2.28976, -3.03184)
N (-2.75613, 1.77738, 0.54942)
C (-3.47881, 2.54218, 0.06429)
N (-4.26878, 3.41133, -0.51018)
C (-4.59486, 4.67671, 0.14209)
C (-6.12296, 4.83060, 0.21750)
C (-6.79713, 4.02167, -0.90100)
C (-5.93822, 4.05262, -2.16356)
C (-4.61659, 3.30710, -1.93145)
H (-4.14513, 5.48320, -0.44209)
H (-4.11916, 4.69853, 1.11937)
H (-6.37276, 5.88895, 0.11305)
H (-6.49612, 4.50845, 1.19115)
H (-7.79703, 4.41119, -1.09779)
H (-6.91870, 2.98294, -0.58172)
H (-5.73949, 5.09178, -2.43939)
H (-6.45927, 3.60053, -3.00804)
H (-3.80395, 3.71357, -2.53827)
H (-4.70081, 2.24982, -2.17829)
C (2.33163, -4.64350, 3.14273)
N (1.92936, -4.43946, 1.76690)
C (2.76013, -4.59722, 0.66408)
C (2.03219, -4.30626, -0.42554)
N (0.76310, -3.98132, 0.01609)
C (0.68840, -4.05400, 1.36277)
S (-0.63682, -3.70729, 2.34792)
H (2.44937, -5.70637, 3.35411)
H (1.55550, -4.23583, 3.78476)
H (3.27405, -4.12987, 3.32791)
H (3.79699, -4.86221, 0.76431)
H (2.31028, -4.26598, -1.46257)
H (0.00050, -3.65879, -0.57699)

3.
DFT (ωB97M-V/def2-TZVPD) results for a cluster of 5 separate species, C30H60BN3O6 in total in a non-equilibrium geometry.

Properties
SMILES = CCCOc1cc(B(O)N(C)C)cc2ncc(C)nc12.CCOCC.CCOCC.CCOCC.CCOCC
total energy = -49514.519 eV
HOMO = -8.5 eV
HOMO-LUMO gap = 8.52 eV

CARTESIAN COORDINATES (ANGSTROEM)
C (6.90792, -1.41808, 3.84803)
C (6.50983, -0.89525, 2.46705)
C (5.35559, 0.08558, 2.59134)
O (4.41129, -0.08906, 1.51215)
C (3.11564, 0.15695, 1.92513)
C (2.23193, -0.89292, 1.97193)
C (0.89418, -0.68220, 2.38916)
B (-0.17540, -1.84678, 2.47661)
O (-0.53406, -2.43765, 1.29736)
N (-0.72428, -2.22032, 3.77996)
C (-1.00228, -3.66306, 3.89412)
C (-1.83658, -1.35584, 4.21207)
C (0.50683, 0.58593, 2.74910)
C (1.39168, 1.68252, 2.68921)
N (0.92287, 2.92266, 3.04759)
C (1.81016, 3.86580, 2.91735)
C (3.14019, 3.68117, 2.46234)
C (4.03872, 4.87742, 2.34181)
N (3.59850, 2.50130, 2.15463)
C (2.70798, 1.47029, 2.26410)
H (7.86514, -1.93031, 3.79284)
H (6.18054, -2.13180, 4.22573)
H (7.02362, -0.60199, 4.55672)
H (6.25902, -1.73205, 1.82485)
H (7.37818, -0.37930, 2.06993)
H (5.75257, 1.09748, 2.56101)
H (4.83467, -0.01609, 3.54105)
H (2.55581, -1.88034, 1.69032)
H (-1.41114, -2.84201, 1.31824)
H (-2.01990, -3.86371, 4.21602)
H (-0.36389, -4.09210, 4.66765)
H (-0.77058, -4.19908, 2.97736)
H (-2.58095, -1.91374, 4.76840)
H (-1.46075, -0.58443, 4.88396)
H (-2.33434, -0.83025, 3.39346)
H (-0.50431, 0.78466, 3.06920)
H (1.50325, 4.87265, 3.17249)
H (3.49776, 5.64916, 1.80038)
H (4.29194, 5.24451, 3.33132)
H (4.91553, 4.59656, 1.77072)
C (-3.36020, 1.42692, -0.56305)
C (-3.17693, 2.88234, -0.96338)
O (-2.86763, 3.74290, 0.11555)
C (-1.67681, 3.44369, 0.82480)
C (-0.42163, 3.48209, -0.02926)
H (-4.14273, 1.33501, 0.19164)
H (-3.64145, 0.83106, -1.43243)
H (-2.44638, 0.99756, -0.14905)
H (-4.11039, 3.26297, -1.37913)
H (-2.42271, 2.97099, -1.75382)
H (-1.77259, 2.47786, 1.33320)
H (-1.60496, 4.19708, 1.60869)
H (-0.44192, 2.73669, -0.82599)
H (0.45266, 3.28450, 0.58441)
H (-0.30589, 4.46154, -0.49750)
C (-3.51590, -5.54065, 1.11902)
C (-4.45745, -4.35033, 1.11730)
O (-3.99758, -3.26589, 0.32834)
C (-3.81373, -3.52529, -1.05441)
C (-5.07529, -3.96134, -1.77656)
H (-2.52832, -5.21653, 1.45313)
H (-3.88137, -6.31739, 1.79110)
H (-3.40048, -5.98696, 0.13086)
H (-4.53628, -3.95266, 2.12984)
H (-5.46824, -4.64942, 0.82005)
H (-3.01044, -4.25566, -1.20249)
H (-3.46063, -2.58492, -1.47934)
H (-5.46650, -4.90415, -1.39207)
H (-4.87247, -4.09264, -2.84010)
H (-5.85710, -3.20917, -1.66264)
C (5.74350, 1.35687, -0.96747)
C (5.15853, 2.75599, -0.92502)
O (6.12636, 3.79478, -0.88150)
C (7.02194, 3.85946, -1.97389)
C (6.34675, 4.06888, -3.31889)
H (6.39254, 1.18864, -0.10744)
H (4.94507, 0.61855, -0.94690)
H (6.33540, 1.18694, -1.86995)
H (4.57472, 2.86642, -0.01388)
H (4.46939, 2.91153, -1.76402)
H (7.66031, 2.96873, -1.99835)
H (7.67623, 4.70610, -1.76306)
H (5.68745, 3.24041, -3.57966)
H (7.09756, 4.15722, -4.10506)
H (5.74685, 4.98012, -3.30621)
C (-5.24618, -0.77618, -4.00490)
C (-4.79232, -1.73562, -5.09189)
O (-5.76538, -2.69640, -5.45679)
C (-6.98523, -2.18882, -5.96619)
C (-6.83167, -1.35268, -7.22519)
H (-5.54820, -1.32916, -3.11467)
H (-4.43476, -0.09801, -3.73823)
H (-6.09534, -0.16816, -4.31925)
H (-3.93898, -2.31157, -4.73140)
H (-4.44616, -1.18459, -5.97343)
H (-7.51818, -1.62578, -5.19152)
H (-7.59303, -3.06628, -6.18676)
H (-6.23708, -0.45488, -7.05233)
H (-7.81107, -1.03803, -7.58658)
H (-6.34054, -1.93094, -8.00896)

4.
DFT (ωB97M-V/def2-TZVPD) results for a cluster of 9 separate species, C30H60Br2N8O4 in total in a non-equilibrium geometry.

Properties
SMILES = CN(C)C=O.CN(C)C=O.CN(C)C=O.CN(C)C=O.BrCCBr.CCCC#N.CCCC#N.CCCC#N.CCCC#N
total energy = -192276.987 eV
HOMO = -9.1 eV
HOMO-LUMO gap = 9.50 eV

CARTESIAN COORDINATES (ANGSTROEM)
C (-5.23169, 0.21900, -0.06214)
O (-4.08415, 0.54434, -0.21196)
N (-5.64812, -0.81711, 0.70010)
C (-7.05829, -1.11980, 0.80598)
C (-4.77406, -1.81709, 1.30515)
H (-6.02220, 0.94547, -0.29325)
H (-7.28961, -2.08574, 0.35949)
H (-7.69842, -0.30330, 0.48979)
H (-7.28136, -1.20782, 1.88059)
H (-4.87962, -2.78324, 0.82038)
H (-3.79127, -1.40386, 1.49736)
H (-5.14458, -1.89095, 2.34307)
C (-0.89468, -4.17362, 2.74299)
O (-1.23089, -3.74270, 1.65545)
N (-1.46877, -3.81329, 3.92506)
C (-1.10850, -4.37407, 5.18942)
C (-2.51531, -2.79313, 3.95094)
H (-0.14856, -4.97205, 2.90052)
H (-0.53189, -3.66399, 5.77589)
H (-0.50967, -5.27947, 5.04651)
H (-1.97199, -4.78031, 5.72259)
H (-2.26233, -1.95044, 4.60328)
H (-2.80894, -2.37986, 3.00372)
H (-3.34571, -3.34019, 4.41642)
C (-0.15597, 5.84767, -2.58038)
O (-1.32865, 5.59817, -2.44671)
N (0.38630, 7.08540, -2.44154)
C (1.76953, 7.27918, -2.59198)
C (-0.41998, 8.19553, -2.05862)
H (0.60861, 5.06138, -2.66919)
H (2.05701, 8.22780, -3.04338)
H (2.16568, 6.58961, -3.35350)
H (2.36129, 7.04461, -1.70481)
H (0.00384, 8.66982, -1.17379)
H (-0.51736, 8.88757, -2.88927)
H (-1.39025, 7.81287, -1.76285)
C (1.24928, -0.62174, -2.29420)
O (2.09772, -1.50397, -2.39678)
N (0.31689, -0.53258, -1.30526)
C (-0.64633, 0.51669, -1.28975)
C (0.45840, -1.26904, -0.08436)
H (1.13570, 0.20060, -3.02383)
H (-0.53787, 1.13452, -2.19179)
H (-0.36368, 1.26143, -0.53248)
H (-1.68125, 0.19804, -1.22708)
H (1.02226, -2.18694, -0.16099)
H (0.75842, -0.58827, 0.71110)
H (-0.53395, -1.67631, 0.16612)
C (0.61625, -4.03278, -3.78553)
C (0.29525, -5.20509, -2.88986)
C (1.37357, -6.26895, -2.89462)
C (2.75730, -5.78461, -2.87526)
N (3.85573, -5.49025, -2.80566)
H (0.92036, -4.28634, -4.81154)
H (1.47524, -3.46568, -3.41135)
H (-0.17441, -3.28495, -3.87004)
H (-0.65671, -5.66937, -3.14977)
H (0.12624, -4.71912, -1.92307)
H (1.33648, -6.81160, -3.84875)
H (1.25949, -7.00475, -2.10032)
C (0.89250, 1.41408, 5.39319)
C (-0.12787, 0.28307, 5.25476)
C (0.46814, -1.05925, 4.78961)
C (1.71853, -1.32617, 5.50317)
N (2.71858, -1.53381, 6.06605)
H (0.44561, 2.40519, 5.31545)
H (1.64091, 1.40193, 4.58604)
H (1.48690, 1.35973, 6.30679)
H (-0.84777, 0.60288, 4.49452)
H (-0.64190, 0.15677, 6.21107)
H (0.74892, -0.97856, 3.73889)
H (-0.18296, -1.88790, 4.99929)
C (4.77980, -0.18175, -5.90020)
C (4.39568, 0.01844, -4.40955)
C (4.16370, 1.48615, -4.08913)
C (3.81655, 1.67236, -2.68680)
N (3.50796, 1.77270, -1.62369)
H (5.48211, -0.98844, -6.09406)
H (5.19778, 0.73902, -6.35006)
H (3.93365, -0.33676, -6.58926)
H (5.23273, -0.37287, -3.84389)
H (3.51110, -0.57855, -4.19317)
H (3.40787, 1.88019, -4.76188)
H (5.12761, 1.97018, -4.25938)
C (-3.34680, 3.00782, 1.62290)
C (-3.15858, 4.36854, 0.91207)
C (-1.73345, 4.93390, 1.01718)
C (-1.41260, 5.34614, 2.38616)
N (-1.13542, 5.75668, 3.46828)
H (-3.08040, 3.17405, 2.68035)
H (-2.55073, 2.34757, 1.27666)
H (-4.33656, 2.59787, 1.50849)
H (-3.82283, 5.17299, 1.23802)
H (-3.36390, 4.19140, -0.15167)
H (-1.74778, 5.87515, 0.46587)
H (-0.94977, 4.25330, 0.70311)
Br (3.07960, -3.43381, 1.28517)
C (3.94402, -3.23311, -0.49358)
C (4.80371, -2.00962, -0.37149)
Br (6.26695, -1.98511, -1.66310)
H (3.16059, -3.25236, -1.23251)
H (4.58917, -4.09706, -0.58055)
H (5.32429, -2.10442, 0.57502)
H (4.29455, -1.05391, -0.36039)

What is the formula in the fourth record?
C30H60Br2N8O4

What is the formula in the third record?
C30H60BN3O6